Entry from the Open Molecules 2025 dataset: a molecular structure, C20H50DyN2O4Si2 (the ωB97M-V functional and the def2-TZVPD basis).

ORCA input file:
```
! wB97M-V def2-TZVPD RIJCOSX def2/J DEFGRID3
* xyz 1 6
O -0.184 0.263 -2.027
O -1.417 -3.126 -0.412
C -1.604 0.489 -2.308
C -1.863 1.620 -3.264
H -2.101 0.644 -1.335
H -1.941 -0.482 -2.672
H -1.569 2.553 -2.795
H -2.935 1.668 -3.470
H -1.301 1.504 -4.195
C 0.626 -0.627 -2.921
C -0.217 -1.571 -3.756
H 1.277 -1.225 -2.267
H 1.260 0.017 -3.555
H -0.831 -2.270 -3.162
H 0.465 -2.179 -4.359
H -0.828 -0.999 -4.461
C -0.205 -3.834 -0.250
C -2.734 -3.709 -0.564
C 0.291 -4.493 -1.534
H -0.273 -4.549 0.589
H 0.541 -3.061 0.055
H -0.453 -5.197 -1.940
H 1.223 -5.024 -1.286
H 0.503 -3.717 -2.292
C -2.774 -4.854 -1.563
H -3.426 -2.917 -0.950
H -3.165 -4.093 0.387
H -2.434 -4.543 -2.558
H -3.797 -5.227 -1.688
H -2.132 -5.684 -1.242
H -1.573 -2.383 1.034
Dy 0.530 1.075 0.089
C -1.397 -1.349 1.093
Si -2.257 -0.689 2.774
H -1.757 -0.682 0.207
H -0.255 -1.271 1.085
C -4.106 -0.659 2.444
C -1.812 0.925 3.614
C -1.690 -2.150 3.725
C 1.411 2.573 -1.226
Si 3.025 1.591 -1.352
H 1.509 3.608 -0.862
H 0.788 2.526 -2.142
C 3.534 1.256 -3.146
C 2.964 -0.134 -0.541
C 4.353 2.636 -0.524
H -1.286 -2.898 3.031
H -2.482 -2.624 4.299
H -0.879 -1.862 4.394
H -4.414 0.244 1.903
H -4.679 -0.687 3.380
H -4.405 -1.527 1.844
H -1.759 1.772 2.900
H -0.822 0.838 4.097
H -2.550 1.217 4.392
H 3.221 -0.827 -1.360
H 2.087 -0.596 -0.011
H 3.777 -0.164 0.198
H 5.319 2.364 -0.980
H 4.381 2.461 0.564
H 4.127 3.695 -0.729
H 4.633 1.283 -3.200
H 3.125 2.049 -3.788
H 3.168 0.279 -3.502
C 0.419 4.881 2.823
C 0.684 3.521 2.245
N -0.135 2.879 1.348
O -1.532 3.441 1.447
C 1.839 2.813 2.563
C 3.006 3.306 3.357
N 1.860 1.562 1.916
O 2.738 0.726 2.319
H -0.593 5.226 2.604
H 1.125 5.629 2.421
H 0.552 4.881 3.921
H -1.769 3.612 0.529
H 3.424 2.510 4.002
H 3.811 3.560 2.635
H 2.741 4.192 3.962
*
```

Output
- Energy above the lowest of the compared OMol25 structures with the same formula, charge and spin: 1.632 eV
- E_LUMO (spin up / spin down): -3.2 / -3.5 eV
- Orbital gap (spin up / spin down): 0.272 / 0.266 Eh

Entry from the Open Molecules 2025 dataset: a molecular structure, C20H50F6K4O10P (the ωB97M-V functional and the def2-TZVPD basis).

ORCA input file:
```
! wB97M-V def2-TZVPD RIJCOSX def2/J DEFGRID3
* xyz 3 1
K 1.000 -5.962 -1.004
K 4.814 -1.822 0.577
K -3.577 -2.699 -2.783
K 1.774 -2.468 -4.573
P 0.509 -1.998 -0.909
F 1.095 -2.998 -2.093
F 0.755 -0.783 -1.906
F -1.055 -2.100 -1.374
F 0.092 -1.079 0.289
F 0.213 -3.432 -0.126
F 2.017 -1.983 -0.288
C -1.633 -4.202 3.388
O -1.293 -3.050 4.101
C -0.511 -2.123 3.406
C 0.853 -1.830 4.020
O 1.672 -2.915 4.397
C 2.082 -3.745 3.355
H -1.934 -4.003 2.351
H -2.436 -4.714 3.915
H -0.813 -4.935 3.332
H -1.009 -1.142 3.411
H -0.500 -2.244 2.315
H 0.716 -1.197 4.895
H 1.411 -1.225 3.288
H 1.200 -4.073 2.779
H 2.574 -4.595 3.819
H 2.711 -3.305 2.552
C -0.671 1.522 2.454
O -0.048 2.749 2.705
C -0.299 3.767 1.763
C -1.766 4.161 1.634
O -2.433 3.355 0.684
C -3.372 4.080 -0.121
H -0.798 0.879 3.323
H -0.012 0.870 1.849
H -1.569 1.603 1.840
H 0.051 3.581 0.737
H 0.253 4.616 2.165
H -1.834 5.236 1.434
H -2.250 4.102 2.620
H -4.140 4.441 0.564
H -3.744 3.345 -0.834
H -2.911 4.868 -0.720
C 4.824 1.794 0.243
O 3.878 0.699 0.414
C 2.839 0.896 1.338
C 3.201 1.004 2.801
O 3.756 -0.272 3.098
C 4.030 -0.549 4.450
H 4.226 2.597 -0.195
H 5.530 1.436 -0.497
H 5.204 2.096 1.214
H 2.035 0.177 1.166
H 2.266 1.797 1.050
H 2.365 1.218 3.468
H 3.985 1.765 2.893
H 4.689 0.219 4.872
H 4.569 -1.483 4.625
H 3.128 -0.652 5.060
C 1.730 2.783 -8.069
O 2.576 2.802 -6.936
C 2.650 1.576 -6.268
C 3.757 1.546 -5.250
O 3.533 2.491 -4.227
C 2.806 2.007 -3.138
H 0.748 2.378 -7.793
H 2.189 2.206 -8.874
H 1.578 3.816 -8.363
H 2.804 0.776 -7.015
H 1.659 1.442 -5.797
H 4.745 1.765 -5.660
H 3.882 0.525 -4.851
H 3.099 0.985 -2.841
H 1.734 1.904 -3.369
H 2.899 2.677 -2.289
C -3.186 -0.148 0.444
O -4.136 -0.673 -0.476
C -5.481 -0.426 -0.072
C -6.359 -1.121 -1.084
O -6.047 -2.503 -1.028
C -7.065 -3.358 -1.502
H -2.205 -0.411 0.065
H -3.397 -0.480 1.465
H -3.247 0.948 0.491
H -5.677 0.648 -0.028
H -5.679 -0.869 0.910
H -6.183 -0.637 -2.053
H -7.412 -1.029 -0.805
H -7.169 -3.367 -2.593
H -8.035 -3.169 -1.033
H -6.821 -4.377 -1.193
*
```

Output
- E_LUMO: -8.7 eV
- Orbital gap: 0.223 Eh

Entry from the Open Molecules 2025 dataset: a molecular structure, C20H50HgI2O10 (the ωB97M-V functional and the def2-TZVPD basis).

ORCA input file:
```
! wB97M-V def2-TZVPD RIJCOSX def2/J DEFGRID3
* xyz 0 1
Hg -17.475 2.175 -13.349
I -18.110 4.241 -11.898
I -16.531 0.595 -15.050
C -14.556 2.509 -9.524
O -13.429 2.479 -8.657
C -12.172 2.712 -9.198
C -11.553 1.547 -10.013
O -11.491 0.447 -9.121
C -10.828 -0.744 -9.526
H -14.301 2.244 -10.540
H -14.999 3.505 -9.573
H -15.341 1.855 -9.203
H -11.495 2.864 -8.370
H -12.226 3.648 -9.796
H -10.535 1.749 -10.334
H -12.122 1.402 -10.948
H -9.808 -0.647 -9.906
H -11.434 -1.347 -10.298
H -10.720 -1.317 -8.627
C -21.335 0.662 -18.431
O -20.529 0.504 -17.258
C -21.198 0.550 -16.084
C -21.510 2.039 -15.650
O -20.285 2.673 -15.257
C -20.361 4.072 -15.546
H -21.903 1.522 -18.372
H -21.862 -0.277 -18.700
H -20.648 0.746 -19.294
H -20.564 0.092 -15.284
H -22.243 0.161 -16.098
H -22.193 2.123 -14.759
H -21.826 2.614 -16.528
H -20.634 4.210 -16.647
H -19.435 4.570 -15.492
H -21.105 4.677 -15.039
C -14.558 -0.397 -11.804
O -15.689 -0.011 -11.106
C -16.395 -1.143 -10.480
C -17.582 -1.380 -11.275
O -18.401 -0.262 -11.349
C -18.922 0.172 -10.065
H -13.902 0.388 -12.132
H -14.759 -0.979 -12.692
H -13.877 -1.079 -11.236
H -16.609 -0.874 -9.439
H -15.686 -1.995 -10.436
H -18.147 -2.315 -10.928
H -17.370 -1.682 -12.266
H -19.592 1.030 -10.195
H -18.078 0.475 -9.541
H -19.468 -0.649 -9.504
C -12.478 3.734 -13.523
O -13.208 4.758 -14.140
C -14.655 4.584 -14.121
C -15.378 5.683 -14.902
O -15.131 5.707 -16.312
C -15.763 4.675 -16.941
H -12.740 3.771 -12.432
H -11.448 3.940 -13.767
H -12.865 2.789 -13.909
H -15.006 4.521 -13.113
H -14.846 3.669 -14.689
H -14.997 6.623 -14.503
H -16.461 5.615 -14.669
H -16.847 4.616 -16.763
H -15.249 3.683 -16.903
H -15.709 4.913 -17.975
C -15.667 -4.514 -11.930
O -15.562 -4.282 -10.548
C -14.226 -4.455 -10.092
C -13.861 -3.800 -8.811
O -13.996 -2.385 -8.897
C -13.549 -1.794 -7.715
H -15.154 -3.782 -12.626
H -16.656 -4.440 -12.259
H -15.146 -5.397 -12.233
H -13.542 -3.965 -10.832
H -13.978 -5.511 -9.980
H -12.876 -4.125 -8.497
H -14.547 -4.074 -8.043
H -12.572 -2.246 -7.495
H -14.204 -1.996 -6.839
H -13.451 -0.734 -7.811
*
```

Output
- E_LUMO: -0.2 eV
- Orbital gap: 0.331 Eh

Entry from the Open Molecules 2025 dataset: 10 unconnected molecules or ions with the total composition C20H50O10 (the ωB97M-V functional and the def2-TZVPD basis).

ORCA input file:
```
! wB97M-V def2-TZVPD RIJCOSX def2/J DEFGRID3
* xyz 0 1
C 4.385 -2.321 -0.081
C 4.902 -2.096 -1.483
O 4.805 -1.048 -2.048
C 5.542 -3.323 -2.125
H 3.304 -2.257 -0.207
H 4.645 -1.470 0.548
H 4.755 -3.275 0.295
H 6.626 -3.256 -2.031
H 5.344 -3.364 -3.197
H 5.204 -4.251 -1.664
C -2.986 -2.754 0.724
C -2.911 -2.587 2.257
O -3.235 -3.511 2.952
C -2.432 -1.265 2.839
H -4.026 -2.865 0.419
H -2.413 -3.626 0.409
H -2.528 -1.924 0.187
H -1.690 -1.572 3.576
H -3.324 -0.734 3.173
H -2.030 -0.639 2.042
C -4.324 2.736 2.315
C -3.656 2.133 1.099
O -2.467 2.018 1.075
C -4.469 1.416 -0.019
H -3.713 3.571 2.657
H -4.361 1.933 3.051
H -5.310 3.161 2.126
H -4.185 0.372 0.111
H -4.146 1.822 -0.977
H -5.539 1.611 0.058
C -1.478 2.473 -2.064
C -1.786 2.397 -3.539
O -0.973 2.858 -4.348
C -3.061 1.805 -3.990
H -2.316 2.849 -1.478
H -0.596 3.064 -1.816
H -1.279 1.467 -1.693
H -3.928 2.120 -3.409
H -3.067 0.716 -3.936
H -3.273 2.006 -5.040
C 0.823 1.400 3.804
C 0.870 2.652 4.593
O 0.224 2.741 5.626
C 1.741 3.819 4.115
H 0.105 0.716 4.257
H 1.819 0.959 3.808
H 0.433 1.604 2.806
H 2.760 3.450 3.995
H 1.773 4.618 4.855
H 1.398 4.225 3.163
C 3.922 1.179 1.253
O 3.328 0.831 0.025
H 4.925 1.601 1.191
H 3.345 1.873 1.864
H 3.942 0.298 1.894
H 2.449 0.467 0.157
C 2.316 1.820 -3.102
O 3.574 1.442 -2.651
H 2.333 2.822 -3.531
H 1.948 1.074 -3.806
H 1.604 1.758 -2.279
H 3.418 1.078 -1.777
C 0.825 -3.501 -0.529
O 0.879 -3.204 0.815
H -0.213 -3.450 -0.859
H 1.481 -2.774 -1.007
H 1.165 -4.535 -0.589
H 0.819 -3.990 1.362
C 0.242 -0.068 -0.147
O 1.015 -0.580 0.888
H -0.759 -0.498 -0.189
H 0.149 0.997 0.063
H 0.760 -0.258 -1.088
H 0.967 -1.536 0.823
C -2.228 -2.538 -2.816
O -2.428 -1.273 -2.251
H -2.681 -2.526 -3.807
H -1.180 -2.783 -2.990
H -2.581 -3.372 -2.210
H -3.292 -0.931 -2.495
*
```

Output
- Energy above the lowest of the compared OMol25 structures with the same formula, charge and spin: 0.000 eV
- E_LUMO: 0.1 eV
- Orbital gap: 0.327 Eh
- Structure (SMILES): CC(C)=O.CC(C)=O.CC(C)=O.CC(C)=O.CC(C)=O.CO.CO.CO.CO.CO

Entry from the Open Molecules 2025 dataset: 5 unconnected molecules or ions with the total composition C20H50O16P5 (the ωB97M-V functional and the def2-TZVPD basis).

ORCA input file:
```
! wB97M-V def2-TZVPD RIJCOSX def2/J DEFGRID3
* xyz -1 1
P 1.467 3.411 -0.264
C 0.398 5.020 -0.088
C -0.889 4.932 -0.938
C -1.993 4.123 -0.266
C -2.770 3.254 -1.023
C -3.767 2.513 -0.429
C -4.024 2.605 0.939
C -3.240 3.464 1.679
C -2.252 4.222 1.076
H 1.267 3.101 1.182
H 2.624 4.220 0.106
H 1.654 3.685 -1.707
H 0.266 2.593 -0.540
H 2.349 2.220 -0.381
H 0.222 5.156 0.986
H 0.972 5.890 -0.444
H -0.610 4.412 -1.870
H -1.269 5.923 -1.231
H -2.620 3.162 -2.095
H -4.340 1.861 -1.088
H -4.797 2.039 1.453
H -3.370 3.568 2.755
H -1.677 4.898 1.700
C 5.647 1.554 -0.828
O 6.365 2.571 -0.120
P 6.127 4.097 -0.510
O 4.777 4.421 -0.930
O 7.273 4.416 -1.582
C 7.113 3.919 -2.907
O 6.630 4.875 0.775
C 7.922 4.576 1.301
H 6.339 1.017 -1.481
H 5.230 0.861 -0.102
H 4.831 1.969 -1.420
H 6.077 3.649 -3.115
H 7.753 3.045 -3.042
H 7.420 4.695 -3.606
H 8.678 4.585 0.515
H 7.909 3.601 1.788
H 8.179 5.334 2.039
C -5.492 -2.220 -1.006
O -6.867 -2.461 -0.662
P -8.011 -1.586 -1.341
O -7.759 -1.193 -2.723
O -8.255 -0.384 -0.328
C -7.301 0.682 -0.277
O -9.302 -2.469 -1.129
C -9.606 -2.958 0.180
H -4.990 -1.745 -0.163
H -5.016 -3.177 -1.211
H -5.396 -1.587 -1.887
H -6.674 0.716 -1.168
H -6.671 0.582 0.607
H -7.859 1.614 -0.209
H -9.554 -2.158 0.918
H -8.917 -3.757 0.450
H -10.619 -3.354 0.160
C 5.827 -1.642 3.780
O 5.875 -0.216 3.739
P 7.251 0.538 4.023
O 8.448 -0.160 3.561
O 7.221 0.850 5.588
C 7.469 -0.213 6.504
O 7.018 1.951 3.387
C 5.834 2.692 3.735
H 5.281 -1.957 4.671
H 5.297 -1.993 2.897
H 6.824 -2.083 3.791
H 7.964 -1.057 6.021
H 6.523 -0.544 6.936
H 8.110 0.160 7.300
H 5.692 2.721 4.815
H 4.963 2.246 3.258
H 5.949 3.709 3.370
C -2.995 -7.677 -1.331
O -3.122 -7.674 -2.755
P -3.982 -6.529 -3.463
O -3.930 -5.227 -2.812
O -5.442 -7.153 -3.601
C -6.270 -7.228 -2.440
O -3.458 -6.558 -4.944
C -3.410 -7.801 -5.653
H -3.578 -8.504 -0.921
H -1.947 -7.823 -1.081
H -3.334 -6.740 -0.890
H -5.925 -6.557 -1.652
H -6.277 -8.254 -2.070
H -7.282 -6.944 -2.721
H -4.355 -8.338 -5.566
H -2.597 -8.417 -5.271
H -3.225 -7.578 -6.700
*
```

Output
- E_LUMO: 1.8 eV
- Orbital gap: 0.164 Eh